[1]
Density functional theory data (ωB97M-V with the def2-TZVPD basis set) for C32H21HoN7O4 as an isolated structure in a non-equilibrium geometry.

Cartesian coordinates (Å):
1 Ho 0.19603 0.17843 -0.38399
2 O -2.66352 0.73063 2.76417
3 C -2.05214 0.73652 1.72543
4 N -0.68744 0.88740 1.52443
5 C 0.16393 0.98643 2.62292
6 O -0.12867 1.06843 3.78814
7 C 1.64831 0.88322 2.28345
8 C 2.56204 1.33123 3.21903
9 C 3.91058 1.12921 2.98776
10 C 4.30197 0.46012 1.83498
11 C 3.33215 0.05419 0.94544
12 N 2.02509 0.26337 1.15060
13 C -2.83777 0.48491 0.44323
14 C -4.20993 0.64665 0.47540
15 C -4.94111 0.38061 -0.66871
16 C -4.27782 -0.05690 -1.80706
17 C -2.90787 -0.20038 -1.75693
18 N -2.19291 0.06688 -0.65860
19 H 2.19580 1.81671 4.11334
20 H 4.64751 1.49024 3.69357
21 H 5.34470 0.26953 1.61834
22 H 3.60174 -0.45536 0.02798
23 H -4.67054 0.97033 1.39813
24 H -6.01617 0.50754 -0.67492
25 H -4.80925 -0.27985 -2.72237
26 H -2.35463 -0.53402 -2.62582
27 O -0.36880 -7.31844 0.74335
28 N 0.47011 -7.05915 -0.09575
29 O 1.28008 -7.84040 -0.53957
30 C 0.60751 -5.63510 -0.50039
31 C 1.13257 -5.41640 -1.71350
32 C 1.25405 -4.08551 -2.22101
33 C 1.77504 -3.82524 -3.50122
34 C 1.85944 -2.53382 -3.94434
35 C 1.42417 -1.51476 -3.09598
36 N 0.93540 -1.73162 -1.88655
37 C 0.83975 -3.00864 -1.43895
38 C 0.29414 -3.25237 -0.12031
39 N -0.07444 -2.16998 0.60751
40 C -0.55817 -2.35939 1.82075
41 C -0.70246 -3.62614 2.38944
42 C -0.34291 -4.72738 1.66606
43 C 0.16897 -4.56317 0.36044
44 H 1.45770 -6.25684 -2.31284
45 H 2.10070 -4.65298 -4.11999
46 H 2.25028 -2.28886 -4.92165
47 H 1.47771 -0.47902 -3.41321
48 H -0.84295 -1.48148 2.38726
49 H -1.09761 -3.71835 3.39115
50 H -0.45194 -5.71528 2.08275
51 C 0.44030 2.18448 -1.73091
52 C 1.31154 2.90907 -0.78092
53 C 0.78816 3.62029 0.30890
54 C 1.60593 4.15749 1.28461
55 C 2.98792 4.00966 1.19568
56 C 3.53476 3.36715 0.08681
57 C 2.70836 2.83149 -0.87987
58 C 3.84473 4.42868 2.27607
59 N 4.53971 4.68565 3.15742
60 H 0.89946 2.12230 -2.71779
61 H -0.52793 2.67445 -1.83556
62 H -0.28631 3.72507 0.39826
63 H 1.18111 4.67614 2.13565
64 H 4.61098 3.27766 0.00403
65 H 3.14380 2.32094 -1.73294

Spin multiplicity ... 5
Total charge ... +1
Orbital gap (alpha / beta) ... 6.09 / 6.05 eV
HOMO (alpha / beta) ... -10.212 / -10.171 eV

---

[2]
Density functional theory data (ωB97M-V with the def2-TZVPD basis set) for an isolated molecule of C18H22N4OS.

Cartesian coordinates (Å):
1 C -7.86268 -1.07361 0.46261
2 C -6.37058 -1.05013 0.76893
3 C -5.61411 -0.14143 -0.19796
4 C -4.12116 -0.11109 0.10766
5 N -3.43825 0.75209 -0.83169
6 C -2.12401 1.03000 -0.83542
7 S -1.47504 2.11558 -1.91386
8 N -1.34656 0.45080 0.11166
9 N 0.03560 0.57357 0.00934
10 C 0.80052 -0.47387 0.41869
11 O 0.28436 -1.43529 0.96576
12 C 2.25353 -0.27031 0.19002
13 C 2.79978 0.98184 0.33926
14 C 4.18364 1.17357 0.12629
15 C 4.82195 2.49350 0.27413
16 C 4.36847 3.46399 1.33524
17 C 4.09364 3.75979 -0.09881
18 N 4.97835 0.19017 -0.21823
19 C 4.47767 -1.04857 -0.36956
20 C 5.36445 -2.08138 -0.73995
21 C 4.90696 -3.35816 -0.90503
22 C 3.55007 -3.65776 -0.70855
23 C 2.66298 -2.67910 -0.35241
24 C 3.10077 -1.35346 -0.17001
25 H -8.04018 -1.43989 -0.54594
26 H -8.38380 -1.72399 1.16020
27 H -8.28536 -0.07479 0.54369
28 H -6.21448 -0.69880 1.79098
29 H -5.96951 -2.06346 0.70137
30 H -5.76369 -0.49594 -1.22021
31 H -6.01545 0.87223 -0.12894
32 H -3.95786 0.24939 1.13178
33 H -3.71255 -1.12749 0.03517
34 H -3.99787 1.28917 -1.47584
35 H -1.59221 -0.42680 0.56583
36 H 0.29954 1.26473 -0.69421
37 H 2.18039 1.81188 0.64126
38 H 5.88251 2.45143 0.06267
39 H 3.54764 3.17190 1.97247
40 H 5.12869 4.03526 1.84540
41 H 3.08083 3.67712 -0.46257
42 H 4.66342 4.53674 -0.58469
43 H 6.40154 -1.82350 -0.88578
44 H 5.58750 -4.14780 -1.18850
45 H 3.20753 -4.67338 -0.84166
46 H 1.62305 -2.91477 -0.19058

Total charge ... 0
Orbital gap ... 8.49 eV
HOMO ... -8.545 eV

---

[3]
Density functional theory data (ωB97M-V with the def2-TZVPD basis set) for a 2-piece molecular cluster, C29H41ClFO6PSi overall in a non-equilibrium geometry.

Cartesian coordinates (Å):
1 C 5.56860 0.42459 2.49802
2 C 4.62322 0.86299 1.32526
3 C 4.11300 -0.06608 0.31437
4 C 3.26305 0.41975 -0.78761
5 C 2.89550 1.83938 -0.88488
6 C 2.04249 2.44271 -2.03589
7 C 0.48519 2.45565 -1.75673
8 C 0.04056 3.89185 -1.20139
9 C 0.04870 3.98457 0.36455
10 C -1.13066 3.22980 1.09144
11 C -2.57519 3.63223 0.60738
12 C -3.57600 3.58093 1.85173
13 C -3.80588 2.12520 2.43619
14 C -3.73019 0.98973 1.33616
15 C -4.24573 -0.41352 1.83967
16 Si -4.08522 -1.70243 0.40073
17 C -3.47157 -0.74581 -1.15516
18 C -5.78313 -2.43805 -0.07673
19 C -2.78460 -3.04615 0.76188
20 C -1.43369 -2.66310 1.22761
21 C -0.44486 -3.70439 1.47089
22 C -0.83075 -5.09313 1.24172
23 C -2.15383 -5.51664 0.82260
24 C -3.15415 -4.46444 0.57710
25 O -0.17087 2.32312 -3.04896
26 C -0.93874 1.19102 -3.14848
27 O -0.68553 0.10997 -2.68721
28 P -2.52271 1.41170 -4.19756
29 O -3.13725 -0.12869 -4.50357
30 Cl -3.90640 2.51999 -3.02500
31 C 3.41490 2.70997 0.16665
32 C 4.25275 2.28914 1.27282
33 H 5.06465 0.43920 3.49409
34 H 6.05403 -0.55272 2.24346
35 H 6.41074 1.17543 2.55059
36 H 4.42356 -1.13042 0.39247
37 H 2.91889 -0.31511 -1.55580
38 H 2.43098 3.45954 -2.28616
39 H 2.18687 1.76911 -2.92977
40 H 0.15555 1.72183 -0.98248
41 H -0.96905 4.11160 -1.65373
42 H 0.76662 4.63774 -1.62468
43 H -0.07322 5.08119 0.61742
44 H 1.00271 3.66263 0.85012
45 H -0.92308 2.12841 1.07113
46 H -1.06843 3.53068 2.17983
47 H -2.58242 4.71624 0.28525
48 H -2.94033 3.03750 -0.26581
49 H -4.55231 4.05757 1.56053
50 H -3.12260 4.22176 2.66404
51 H -3.08406 1.95026 3.28100
52 H -4.86429 2.09529 2.82582
53 H -2.65229 0.86361 1.03851
54 H -4.34439 1.35864 0.46569
55 H -3.71617 -0.78032 2.75589
56 H -5.35125 -0.33669 2.05726
57 H -4.22168 0.04800 -1.39450
58 H -2.47415 -0.30754 -0.87143
59 H -3.33021 -1.49195 -1.97991
60 H -6.57444 -1.65153 -0.20708
61 H -6.13619 -3.24746 0.61864
62 H -5.67288 -2.93262 -1.08789
63 H -1.25447 -1.56910 1.36167
64 H 0.57019 -3.37646 1.79211
65 H -0.05000 -5.87611 1.42653
66 H -2.46381 -6.57160 0.64775
67 H -4.19176 -4.69997 0.25509
68 H -3.56334 -0.01658 -5.37724
69 H 3.13506 3.79495 0.10291
70 H 4.63511 3.00582 2.03593
71 O 7.85451 -3.01449 1.16114
72 C 7.22165 -3.35331 0.21618
73 O 5.90081 -3.06858 0.03728
74 C 5.55308 -3.52730 -1.26728
75 C 6.59624 -4.57462 -1.52547
76 F 6.90337 -4.64580 -2.84301
77 O 7.72100 -4.08268 -0.82353
78 H 5.61042 -2.69459 -1.97242
79 H 4.54159 -3.93185 -1.28396
80 H 6.33819 -5.56940 -1.15382

Total charge ... 0
Orbital gap ... 8.63 eV
HOMO ... -8.711 eV